Record 1
Density functional theory data (ωB97M-V with the def2-TZVPD basis set) for a 2-piece molecular cluster, C3H3ClFO2 overall in a non-equilibrium geometry.

Positions of all 10 atoms, in Å:
1 Cl 1.8798 -0.7186 1.4516
2 F 1.6465 1.5080 0.3088
3 O -2.5117 0.3779 0.6045
4 O -1.6011 -1.7015 0.5904
5 C -1.6897 -0.4993 0.3449
6 C 1.6862 0.1133 0.0274
7 C -0.5745 0.0669 -0.5497
8 H -0.6446 1.1702 -0.5186
9 H 2.4981 -0.0675 -0.7103
10 H -0.6890 -0.2494 -1.5490

## Properties
**E_HOMO (alpha / beta)**: -4.3 / -4.3 eV
**Total charge**: -1

---

Record 2
Density functional theory data (ωB97M-V with the def2-TZVPD basis set) for a single C3H3ClIN molecule in a non-equilibrium geometry.

Positions of all 9 atoms, in Å:
1 I -2.4029 1.2021 0.3866
2 Cl 2.2100 0.4437 0.1781
3 N 0.3114 -2.5549 -0.2597
4 C 0.4966 -1.4774 0.1003
5 C -0.5418 0.8364 -0.4339
6 C 0.4968 -0.1036 0.5434
7 H -0.7364 0.1909 -1.3914
8 H 0.2184 -0.2652 1.5515
9 H -0.0522 1.7281 -0.6747

## Properties
**E_HOMO**: -10.1 eV

---

Record 3
Density functional theory data (ωB97M-V with the def2-TZVPD basis set) for a single C3H3ClIN3 molecule in a non-equilibrium geometry.

Positions of all 11 atoms, in Å:
1 I 5.2044 0.8014 -0.0270
2 Cl 4.2618 -2.8973 -0.0188
3 N 1.6382 -1.7385 -0.0921
4 N 1.3086 -0.4957 -0.0705
5 N 2.2308 0.4161 -0.0339
6 C 3.3301 -1.5919 0.0545
7 C -0.0258 -0.0565 0.0414
8 C 3.4492 -0.2512 0.0647
9 H -0.1036 1.0925 0.2742
10 H -0.3708 -0.3737 0.9763
11 H -0.5322 -0.1962 -0.9290

## Properties
**E_HOMO**: -9.0 eV

---

Record 4
Density functional theory data (ωB97M-V with the def2-TZVPD basis set) for a 3-piece molecular cluster, C3H3ClIO2 overall in a non-equilibrium geometry.

Positions of all 10 atoms, in Å:
1 I 2.2293 -0.6056 -1.1897
2 Cl -2.3942 1.4781 -0.7539
3 O 0.6649 -0.4304 2.1068
4 O 2.1868 1.2178 1.6889
5 C 1.4767 0.3304 1.8071
6 C -0.9469 0.4345 -0.8943
7 C -0.9956 -0.8449 -0.5499
8 H -1.9224 -1.1471 -0.0514
9 H -0.1576 0.9592 -1.4707
10 H -0.1411 -1.3919 -0.6929

## Properties
**Spin multiplicity**: 3
**E_HOMO (alpha / beta)**: -1.8 / -4.0 eV
**⟨S²⟩**: 2.0080
**Total charge**: -1

---

Record 5
Density functional theory data (ωB97M-V with the def2-TZVPD basis set) for C3H3ClN2O2Si as an isolated structure in a non-equilibrium geometry.

Positions of all 12 atoms, in Å:
1 Cl 1.5720 0.0724 1.9207
2 Si 0.1176 0.2218 0.5085
3 O 0.1321 1.4284 -0.5595
4 O 0.3997 -1.6286 -0.8214
5 N 2.5557 -2.7176 -0.9447
6 N 1.0706 3.6232 -0.7487
7 C 0.6534 2.5750 -0.6618
8 C -1.7093 -0.2894 0.5719
9 C 1.5282 -2.1442 -0.8982
10 H -1.7624 -1.0631 -0.0812
11 H -2.1932 -0.6021 1.5071
12 H -2.3643 0.5244 0.2072

## Properties
**E_HOMO**: -9.7 eV

---

Record 6
Density functional theory data (ωB97M-V with the def2-TZVPD basis set) for a single C3H3ClN2S molecule in a non-equilibrium geometry.

Positions of all 10 atoms, in Å:
1 Cl 2.9584 -1.4518 -0.0843
2 S 1.8064 1.4031 -0.1676
3 N 0.1805 1.6163 -0.1118
4 N -1.8261 0.2537 0.0123
5 C -0.4990 0.4613 -0.0543
6 C 1.6655 -0.3360 -0.1762
7 C 0.3606 -0.6476 0.0345
8 H -2.0533 -0.6221 0.3033
9 H -0.1216 -1.6814 -0.1558
10 H -2.4712 1.0047 0.3999

## Properties
**E_HOMO**: -8.6 eV

---

Record 7
Density functional theory data (ωB97M-V with the def2-TZVPD basis set) for a 2-piece molecular cluster, C3H3ClN2S overall in a non-equilibrium geometry.

Positions of all 10 atoms, in Å:
1 Cl -3.3773 0.8897 0.2947
2 S -3.6508 -0.9671 -0.3967
3 N 0.7703 -2.3719 -0.3671
4 N -0.4500 1.4816 -0.1121
5 C 1.0667 -1.3101 -0.1035
6 C 1.6908 -0.0131 0.1520
7 C 0.6765 1.0132 -0.1604
8 H -1.4237 1.2796 -0.0279
9 H 2.6364 0.0870 -0.3879
10 H 2.0611 -0.0888 1.1089

## Properties
**E_HOMO (alpha / beta)**: -9.8 / -6.7 eV

---

Record 8
Density functional theory data (ωB97M-V with the def2-TZVPD basis set) for a single C3H3ClO molecule in a non-equilibrium geometry.

Positions of all 8 atoms, in Å:
1 Cl 0.2616 1.3412 -1.8822
2 O -1.1626 1.0735 0.2619
3 C 0.2346 -1.8970 -0.6152
4 C 0.2719 -0.7275 -0.3098
5 C 0.0587 0.6972 -0.1727
6 H -1.0526 1.9082 0.5442
7 H -0.0585 -2.8482 -0.8707
8 H 0.8060 1.1590 0.3883

## Properties
**E_HOMO**: -10.4 eV

---

Record 9
Density functional theory data (ωB97M-V with the def2-TZVPD basis set) for a single C3H3ClO molecule in a non-equilibrium geometry.

Positions of all 8 atoms, in Å:
1 Cl 2.0693 -0.7285 -0.0767
2 O -0.2369 -1.7901 0.0471
3 C -0.4293 0.5041 -0.1824
4 C 0.8548 0.6101 0.0458
5 C -0.8623 -0.7670 -0.0485
6 H -1.1622 1.4419 0.1235
7 H -1.8103 -0.7905 -0.1985
8 H 1.5770 1.5200 0.2897

## Properties
**E_HOMO**: -9.3 eV

---

Record 10
Density functional theory data (ωB97M-V with the def2-TZVPD basis set) for a single C3H3ClO2S molecule in a non-equilibrium geometry.

Positions of all 10 atoms, in Å:
1 Cl 4.1895 1.4314 0.1199
2 S 3.4552 -0.5470 -0.5115
3 O 2.5488 -0.7913 0.8114
4 O 4.4956 -1.5288 -0.3411
5 C 1.2764 -0.4242 1.1178
6 C -0.4796 -0.0443 -0.7372
7 C 0.3574 0.0352 0.2811
8 H -0.8563 0.8611 -1.2079
9 H 0.9423 -0.5210 2.2334
10 H -0.8807 -0.9809 -1.1621

## Properties
**E_HOMO**: -9.8 eV

---

Record 11
Density functional theory data (ωB97M-V with the def2-TZVPD basis set) for a single C3H3ClO4 molecule in a non-equilibrium geometry.

Positions of all 11 atoms, in Å:
1 Cl -0.5252 -1.9989 0.8197
2 O -0.9829 1.8043 -0.0369
3 O 1.4458 -1.2359 -1.2318
4 O 1.3777 0.9835 -0.9153
5 O -2.3309 0.1929 0.7888
6 C -1.2675 0.6628 0.3937
7 C 1.0043 -0.1242 -0.6380
8 C -0.0178 -0.3495 0.5698
9 H 0.5574 0.0883 1.5162
10 H 0.9279 -1.8717 -1.0711
11 H -0.1888 1.8484 -0.1952

## Properties
**E_HOMO**: -10.8 eV

---

Record 12
Density functional theory data (ωB97M-V with the def2-TZVPD basis set) for a single C3H3ClOS molecule in a non-equilibrium geometry.

Positions of all 9 atoms, in Å:
1 Cl -2.7291 -0.1054 0.8521
2 S 1.7334 1.1214 0.8105
3 O -1.5297 0.5241 -1.3117
4 C 0.0063 0.1402 0.4646
5 C -1.4229 0.2576 -0.1630
6 C 1.2197 -0.2479 -0.3585
7 H -0.1723 -0.6155 1.3761
8 H 1.7893 -1.1000 -0.3202
9 H 1.1052 0.0255 -1.3499

## Properties
**E_HOMO**: -9.4 eV

---

Record 13
Density functional theory data (ωB97M-V with the def2-TZVPD basis set) for a single C3H3ClS molecule in a non-equilibrium geometry.

Positions of all 8 atoms, in Å:
1 Cl 2.6749 0.1673 0.6901
2 S -2.0241 1.1644 -0.2761
3 C -1.2511 -0.2160 -0.3654
4 C 0.1606 -0.4415 -0.1225
5 C 1.0050 0.4659 0.3911
6 H 0.7026 1.4613 0.6841
7 H -1.8004 -1.1294 -0.6292
8 H 0.5325 -1.4719 -0.3721

## Properties
**E_HOMO**: -8.9 eV

---

Record 14
Density functional theory data (ωB97M-V with the def2-TZVPD basis set) for a single C3H3ClS2 molecule in a non-equilibrium geometry.

Positions of all 9 atoms, in Å:
1 Cl 2.3070 -0.3479 0.0151
2 S -1.7735 1.0638 -0.0771
3 S -1.9969 -0.9737 0.1103
4 C 0.6440 -0.3162 0.1167
5 C -0.0042 1.0374 0.1385
6 C -0.1467 -1.2614 -0.2530
7 H 0.2248 -2.2534 -0.5039
8 H 0.3330 1.5161 1.1023
9 H 0.4126 1.5353 -0.6489

## Properties
**E_HOMO**: -8.0 eV

---

Record 15
Density functional theory data (ωB97M-V with the def2-TZVPD basis set) for a single C3H3ClS2 molecule in a non-equilibrium geometry.

Positions of all 9 atoms, in Å:
1 Cl 2.1550 -1.0004 2.5456
2 S -2.4601 1.4157 -2.0323
3 S -0.0753 -0.2381 -1.0155
4 C -1.3487 0.9214 -0.9783
5 C 1.5532 -0.8690 0.9493
6 C 0.3218 -0.3963 0.6863
7 H 2.1983 -1.1710 0.0855
8 H -0.2377 -0.1144 1.5234
9 H -1.1871 1.5121 -0.0634

## Properties
**E_HOMO**: -8.9 eV

---

Record 16
Density functional theory data (ωB97M-V with the def2-TZVPD basis set) for C3H3CrLiO3 as an isolated structure in a non-equilibrium geometry.

Positions of all 11 atoms, in Å:
1 Cr 4.1631 0.0036 0.6019
2 O 2.5893 -0.8811 -0.0633
3 O 0.9553 0.5071 0.5343
4 O -1.9469 0.9454 -0.7159
5 C -0.0023 -0.3907 -0.1029
6 C -1.3731 0.1564 0.0418
7 C 2.2298 0.1960 0.4973
8 Li -3.8123 1.3499 -0.7296
9 H 0.0374 -1.3734 0.3916
10 H -3.1079 0.0031 0.7058
11 H 0.2675 -0.5163 -1.1609

## Properties
**Spin multiplicity**: 5
**E_HOMO (alpha / beta)**: -17.2 / -17.2 eV
**⟨S²⟩**: 6.0711
**Total charge**: +2

---

Record 17
Density functional theory data (ωB97M-V with the def2-TZVPD basis set) for C3H3CrO2 as an isolated structure in a non-equilibrium geometry.

Positions of all 9 atoms, in Å:
1 Cr 0.5548 -0.8593 1.7156
2 O -0.4870 0.7843 2.6417
3 O -0.9157 1.1122 0.0814
4 C 0.4988 -0.4883 -1.4184
5 C -0.0441 -0.0524 -0.1137
6 C -1.2555 1.5143 2.1909
7 H 0.4279 0.2598 -2.2235
8 H 1.4864 -0.9705 -1.3307
9 H -0.2656 -1.2999 -1.5433

## Properties
**Spin multiplicity**: 5
**E_HOMO (alpha / beta)**: -14.0 / -14.0 eV
**⟨S²⟩**: 6.1757
**Total charge**: +1

---

Record 18
Density functional theory data (ωB97M-V with the def2-TZVPD basis set) for C3H3CrO3 as an isolated structure in a non-equilibrium geometry.

Positions of all 10 atoms, in Å:
1 Cr -0.7893 -2.4624 0.6108
2 O 0.6199 -0.2429 -2.2890
3 O -0.0259 -2.2962 -1.4678
4 O -0.1775 -0.6694 0.3079
5 C 0.3595 -1.1728 -1.6314
6 C -0.0012 0.4408 1.0291
7 C -0.0611 1.6996 0.5703
8 H 0.1137 2.5259 1.2592
9 H -0.2509 1.9182 -0.4818
10 H 0.2127 0.2591 2.0927

## Properties
**Spin multiplicity**: 5
**E_HOMO (alpha / beta)**: -12.8 / -13.0 eV
**⟨S²⟩**: 6.0521
**Total charge**: +1

---

Record 19
Density functional theory data (ωB97M-V with the def2-TZVPD basis set) for C3H3CsFO as an isolated structure in a non-equilibrium geometry.

Positions of all 9 atoms, in Å:
1 Cs -0.4260 -3.4080 2.6272
2 F -0.4697 0.0111 -2.1423
3 O 0.5850 -0.3871 0.8036
4 C -0.7936 -0.5920 0.3410
5 C -0.5608 0.3801 -0.7587
6 C 0.7552 0.7250 -0.0888
7 H -1.5208 1.0038 -0.5973
8 H 1.6614 0.6256 -0.7036
9 H 0.7695 1.6414 0.5189

## Properties
**Spin multiplicity**: 2
**E_HOMO (alpha / beta)**: -4.5 / -6.2 eV
**⟨S²⟩**: 0.7551

---

Record 20
Density functional theory data (ωB97M-V with the def2-TZVPD basis set) for C3H3CsFO2 as an isolated structure in a non-equilibrium geometry.

Positions of all 10 atoms, in Å:
1 Cs -4.4991 2.0384 -2.4649
2 F 1.9345 1.0760 0.3801
3 O -0.8870 0.3729 0.3443
4 O 0.6378 -0.0087 -1.1411
5 C -0.6266 -0.2744 -0.7899
6 C 0.1396 -0.4440 0.9720
7 C 1.3486 -0.1130 0.1036
8 H -0.3444 -1.5431 0.5285
9 H 0.1844 -0.2111 2.0367
10 H 2.1123 -0.8931 0.0307

## Properties
**E_HOMO**: -12.5 eV
**Total charge**: +1

---

Taking the records one at a time from the top gives electronic energy values of -826.60415, -928.70594, -1038.15711, -1024.42305, -1125.80866, -1083.98828, -1083.82480, -651.44709, -651.42332, -1124.85907, -877.22352, -1049.66256, -974.44365, -1372.62972, -1372.61886, -1393.01818, -1310.61358, -1385.96487, -311.15206, -386.24294 a.u..